{"formula": "C3H6ClNO4", "method": "the ωB97M-V functional and the def2-TZVPD basis", "total_energy_ev": -25406.6547, "charge": 0, "relative_energy_ev": 2.8456, "smiles": "O=[N+]([O-])O.CCC(=O)Cl", "species": ["C", "C", "C", "N", "O", "O", "O", "O", "Cl", "H", "H", "H", "H", "H", "H"], "coordinates": [[-0.078, -0.260, 1.980], [0.420, 0.564, 0.759], [-0.536, 1.357, -0.059], [-2.104, 0.747, -3.230], [-1.381, 1.943, -3.232], [-3.002, 0.743, -3.976], [-0.310, 2.057, -0.986], [-1.657, -0.058, -2.525], [-2.216, 1.330, 0.512], [-0.235, 0.271, 2.863], [-1.100, -0.783, 1.750], [0.667, -1.114, 2.055], [1.222, 1.202, 1.006], [0.923, -0.039, -0.012], [-0.775, 1.971, -2.459]], "forces_ev_per_angstrom": [[-0.7, -3.0, -3.1], [-0.6, -1.2, -0.2], [-1.2, 0.4, 1.1], [1.7, 3.7, -0.8], [-0.7, 0.6, -1.3], [-1.8, -0.4, -1.2], [1.3, 0.2, 0.1], [0.8, -3.5, 2.4], [-0.2, -0.1, 0.1], [0.2, 1.0, 1.4], [1.9, 1.0, 0.2], [-0.9, 1.1, 0.5], [0.8, 1.2, 0.6], [-0.3, -0.5, 0.2], [-0.4, -0.5, -0.1]]}